Record 1
Molecular formula: C8H14ClFeN2O2
Method: DFT, ωB97M-V/def2-TZVPD

Structure (XYZ):
```
28
Properties=species:S:1:pos:R:3:mulliken_spin:R:1
Fe -0.026 0.684 0.146 3.31
Cl 3.303 -5.909 0.975 0.00
O 0.477 0.075 1.905 0.16
O 1.332 -0.269 3.962 -0.06
N -0.789 -1.458 -0.230 0.31
N -1.949 1.390 -0.535 -0.24
C 1.980 -2.889 3.236 0.07
C 2.684 -3.315 0.556 -0.09
C 1.840 -1.858 2.305 -0.14
C 2.263 -2.054 0.983 0.35
C 1.224 2.224 -0.258 0.54
C 2.454 -4.141 2.837 -0.04
C 1.179 -0.570 2.781 0.47
C 2.780 -4.360 1.489 0.05
H 0.888 3.111 -0.791 0.11
H 1.069 2.404 0.828 -0.05
H -2.716 1.122 0.092 -0.08
H 0.761 1.192 -0.952 -0.03
H 2.302 2.123 -0.382 -0.18
H -1.979 2.414 -0.593 -0.08
H -1.635 -1.590 -0.791 -0.08
H 2.562 -4.948 3.557 0.00
H -0.978 -1.861 0.694 -0.10
H -2.201 1.047 -1.469 0.00
H 2.944 -3.494 -0.486 -0.04
H 1.722 -2.706 4.277 0.02
H -0.075 -2.069 -0.645 -0.07
H 2.296 -1.209 0.290 -0.11
```

Results
HOMO (spin up / spin down) = 0.1 / -3.6 eV
energy above the lowest of the compared OMol25 structures with the same formula, charge and spin = 36.4 kJ/mol
spin multiplicity = 5
net charge = -1

---

Record 2
Molecular formula: C8H14ClN3
Method: DFT, ωB97M-V/def2-TZVPD

Structure (XYZ):
```
26
Properties=species:S:1:pos:R:3:mulliken_charge:R:1
Cl 0.960 2.198 2.879 -0.12
N -2.163 1.187 3.264 -0.37
N -1.822 -0.088 1.550 -1.21
N -1.167 -0.363 0.428 0.90
C 2.243 0.915 -0.834 -1.46
C 0.961 -0.073 -1.060 1.84
C -1.338 0.936 2.230 0.47
C 0.294 0.183 -2.386 -1.66
C 0.016 0.202 0.094 -0.58
C -0.331 1.848 1.872 -0.23
C -1.682 -1.473 -0.409 -0.82
C 1.531 -1.412 -0.760 -1.56
H 1.115 -0.020 -3.188 0.36
H -3.009 0.541 3.256 0.29
H 3.133 0.779 -1.564 0.28
H -0.286 1.092 -2.345 0.39
H 1.849 1.848 -0.667 0.45
H -2.429 -1.082 -1.145 0.26
H -2.340 -2.124 0.139 0.35
H 2.616 0.508 0.089 0.43
H -0.362 -0.623 -2.519 0.44
H 1.581 -1.298 0.363 0.44
H -2.156 2.071 3.753 0.21
H 0.957 -2.229 -1.172 0.38
H 2.676 -1.427 -1.040 0.32
H -0.849 -2.099 -0.827 0.19
```

Results
HOMO (spin up / spin down) = -7.5 / -7.5 eV
energy above the lowest of the compared OMol25 structures with the same formula, charge and spin = 542.4 kJ/mol
spin multiplicity = 1
net charge = 0

---

Record 3
Molecular formula: C8H14ClNO2S
Method: DFT, ωB97M-V/def2-TZVPD

Structure (XYZ):
```
27
Properties=species:S:1:pos:R:3:mulliken_charge:R:1
Cl -3.691 0.164 -1.565 -0.12
S -4.154 -0.555 1.273 0.31
O -0.829 2.433 0.681 -0.37
O -5.326 -1.109 0.554 -0.57
N 0.016 0.299 0.425 0.06
C 0.348 -2.142 0.732 -1.21
C 2.075 1.579 1.354 -1.22
C 1.446 0.693 0.170 0.49
C 1.703 1.394 -1.144 -1.24
C -0.423 -1.000 0.044 0.45
C -3.271 0.230 0.083 -0.05
C -0.350 -1.123 -1.466 -1.52
C -0.787 1.253 0.550 0.69
H 1.831 -0.334 0.223 0.07
H 0.210 -3.035 0.072 0.35
H 2.779 1.667 -0.962 0.39
H 1.348 0.778 -1.997 0.34
H -0.019 -2.355 1.777 0.35
H 1.388 -1.915 0.910 0.37
H 1.578 1.357 2.318 0.34
H 2.063 2.705 0.929 0.30
H 1.320 2.391 -1.406 0.31
H -0.855 -0.247 -1.962 0.44
H -0.819 -2.166 -1.647 0.35
H 0.649 -1.398 -1.891 0.42
H -1.412 -0.932 0.409 -0.08
H 3.184 1.368 1.535 0.37
```

Results
HOMO (spin up / spin down) = -8.0 / -8.0 eV
energy above the lowest of the compared OMol25 structures with the same formula, charge and spin = 136.7 kJ/mol
spin multiplicity = 1
net charge = 0

---

Record 4
Molecular formula: C8H14EuOP
Method: DFT, ωB97M-V/def2-TZVPD

Structure (XYZ):
```
25
Properties=species:S:1:pos:R:3:mulliken_spin:R:1
Eu -0.097 0.536 -0.357 5.84
P -0.726 3.165 -0.675 0.10
O -0.079 -0.570 1.624 0.13
C -0.752 -1.043 -3.622 0.01
C 0.424 -0.244 -3.479 -0.05
C 0.010 -0.221 2.837 0.62
C 0.833 -2.321 -2.538 0.00
C 1.413 -1.042 -2.799 0.03
C -1.045 0.643 3.421 -0.01
C -0.499 -2.297 -3.014 -0.01
C 1.167 -0.753 3.583 -0.03
H -1.707 3.323 0.380 0.03
H 1.287 -1.818 3.343 0.04
H 1.013 -0.609 4.653 0.00
H -2.042 0.273 3.140 0.03
H 0.424 3.889 -0.182 0.11
H -1.253 -3.061 -2.815 0.00
H -1.234 3.892 -1.780 0.03
H 2.089 -0.244 3.261 0.06
H 2.445 -0.744 -2.619 0.00
H 0.584 0.754 -3.882 0.01
H -0.960 1.684 3.069 0.06
H 1.322 -3.120 -2.008 0.00
H -1.675 -0.703 -4.053 0.02
H -0.942 0.631 4.512 0.00
```

Results
HOMO (spin up / spin down) = -1.0 / -2.1 eV
energy above the lowest of the compared OMol25 structures with the same formula, charge and spin = 0.0 kJ/mol
spin multiplicity = 8
net charge = -1

---

Record 5
Molecular formula: C8H14FO5S
Method: DFT, ωB97M-V/def2-TZVPD

Structure (XYZ):
```
29
Properties=species:S:1:pos:R:3:mulliken_charge:R:1
S 22.003 -13.928 -25.973 1.22
F 24.665 -17.586 -24.792 -0.92
O 24.861 -15.010 -21.265 -0.27
O 21.480 -13.984 -24.611 -0.68
O 21.274 -14.541 -27.038 -0.69
O 23.301 -16.078 -20.360 -0.34
O 24.161 -14.167 -19.452 -0.76
C 24.635 -16.145 -22.165 0.06
C 24.400 -13.435 -26.964 -0.53
C 22.422 -17.454 -22.099 -1.50
C 24.072 -15.065 -20.358 0.71
C 23.689 -14.460 -26.121 -0.52
C 23.658 -16.987 -21.392 0.47
C 23.958 -12.103 -26.421 -0.63
C 22.334 -12.224 -26.390 -0.78
H 21.999 -16.732 -22.667 0.31
H 24.446 -11.985 -25.349 0.25
H 24.203 -17.803 -20.868 0.17
H 24.338 -11.403 -27.061 0.40
H 21.909 -12.179 -27.288 0.49
H 21.862 -11.456 -25.638 0.29
H 24.053 -14.514 -25.135 0.10
H 24.036 -13.568 -28.147 0.25
H 21.701 -17.949 -21.400 0.35
H 25.485 -13.638 -26.812 0.32
H 23.648 -15.462 -26.509 0.53
H 24.073 -15.715 -23.154 -0.14
H 22.463 -18.308 -22.653 0.48
H 25.578 -16.723 -22.144 0.36
```

Results
HOMO = -4.5 eV
energy above the lowest of the compared OMol25 structures with the same formula, charge and spin = 79.4 kJ/mol
spin multiplicity = 1
net charge = -1

---

Record 6
Molecular formula: C8H14N2
Method: DFT, ωB97M-V/def2-TZVPD

Structure (XYZ):
```
24
Properties=species:S:1:pos:R:3:mulliken_charge:R:1
N 0.610 -0.391 0.521 -0.45
N -0.021 1.707 -2.498 -0.55
C -1.652 -0.989 1.196 -1.89
C -1.220 1.984 0.806 -1.52
C -0.962 -1.424 -1.177 -1.75
C -0.397 1.408 -1.448 0.14
C -0.737 -0.545 0.055 2.24
C 2.942 0.128 0.318 -1.36
C 1.727 -0.527 -0.335 -0.11
C -0.899 0.970 -0.236 0.13
H 1.919 -1.603 -0.487 0.31
H -1.966 1.626 1.508 0.34
H 3.841 -0.081 -0.254 0.41
H -2.682 -0.723 0.973 0.36
H 3.056 -0.251 1.328 0.34
H -1.341 -0.526 2.127 0.46
H -1.592 2.879 0.311 0.44
H -0.770 -2.462 -0.913 0.42
H 1.569 -0.099 -1.337 0.23
H -1.992 -1.336 -1.511 0.43
H -0.330 2.263 1.373 0.27
H -0.308 -1.144 -1.999 0.39
H 2.795 1.203 0.373 0.28
H -1.591 -2.068 1.309 0.42
```

Results
HOMO (spin up / spin down) = -9.1 / -8.7 eV
energy above the lowest of the compared OMol25 structures with the same formula, charge and spin = 288.3 kJ/mol
spin multiplicity = 1
net charge = 0